Record 1
C19H30N2O4 | ωB97M-V/def2-TZVPD

Computed properties:
calculated total energy = -1152.54386 hartree
multiplicity = 1
energy relative to the best compared isomer or geometry (same formula, charge and spin) = 0.00 kcal per mole
F_max = 1.818 eV/Å

Structure (XYZ):
```
55
Properties=species:S:1:pos:R:3:forces:R:3:nbo_charge:R:1
H -4.1078 5.4020 1.0731 0.095 -0.175 -0.085 0.20
H 4.2437 0.2096 0.9682 -0.134 -0.046 -0.143 0.23
C -2.5443 2.6943 -2.5618 -1.354 0.316 -1.172 0.67
O 3.8309 2.1709 -0.5811 -0.446 -0.607 -0.169 -0.67
C -0.9364 1.0779 0.3518 -0.543 -0.094 0.612 -0.39
H -1.8059 0.4992 2.2601 -0.247 0.094 -0.117 0.22
H -1.6728 -1.9588 1.8909 0.000 -0.112 -0.037 0.21
H -2.7121 0.6143 -0.7875 -0.211 0.083 0.088 0.23
O -3.8843 1.5489 1.3391 0.451 0.104 -0.349 -0.64
C 3.2243 -5.0782 -0.1637 0.157 -0.009 0.081 -0.59
H 2.7323 -5.0738 -1.1414 0.055 -0.001 0.084 0.20
O 1.9373 1.8281 -1.7681 0.898 0.302 0.483 -0.63
C -4.2536 4.3407 1.2760 0.041 -0.609 -0.083 -0.41
C 2.8173 1.3979 -1.0352 -1.401 0.098 -0.867 0.78
C 3.4779 -1.7966 0.9058 -0.299 0.396 -0.461 -0.23
C -1.6193 -1.2709 1.0476 -0.395 0.564 0.123 -0.61
C -1.8630 3.4310 -3.6911 0.040 -0.133 0.029 -0.71
H 4.0977 -2.1163 1.7382 -0.103 -0.008 -0.062 0.22
N -1.7685 2.3107 -1.5487 0.774 -0.219 1.317 -0.63
C 2.7656 -0.0130 -0.6014 0.824 -0.920 0.856 -0.20
H 3.2131 -6.1007 0.2258 -0.009 0.083 -0.077 0.21
C 1.0601 -4.5714 1.0278 0.110 0.126 0.149 -0.60
H 0.6264 0.8416 2.5582 0.201 0.013 0.078 0.20
H 3.6836 3.0388 -0.9845 0.024 0.061 0.045 0.50
H -2.5926 3.6226 -4.4770 0.068 -0.027 0.154 0.24
H -0.7786 2.4955 -1.6240 0.029 -0.111 0.057 0.41
C 1.8325 -2.2607 -0.7916 0.327 0.553 0.160 -0.19
H -0.2559 0.6214 -0.3654 0.089 -0.004 -0.177 0.21
H -5.2909 4.0721 1.0665 0.015 0.065 0.088 0.21
H 0.5381 -3.8496 1.6644 -0.022 -0.119 -0.100 0.22
C -3.2313 2.2082 0.5342 -0.541 -0.698 0.350 0.67
H 0.5196 -4.6561 0.0805 0.026 0.008 0.101 0.20
C 2.5140 -4.1301 0.8067 -0.271 -0.103 -0.245 -0.25
H -4.0498 4.1428 2.3301 -0.064 0.026 -0.072 0.21
H -1.0551 2.8180 -4.0864 0.182 0.124 -0.069 0.23
H -0.4549 1.9784 0.7357 0.129 0.161 -0.014 0.20
C 2.6007 -2.7043 0.2957 0.183 0.301 0.172 0.03
C 1.9103 -0.9357 -1.2312 0.036 -0.084 0.164 -0.16
C 3.5624 -0.4712 0.4642 -0.165 -0.272 -0.144 -0.14
H 0.9276 -0.5950 1.5563 0.240 -0.065 -0.043 0.20
N -3.3610 3.5378 0.4424 0.539 0.876 -0.290 -0.60
C 0.2234 -0.1161 2.2306 -0.315 0.285 -0.081 -0.60
O -3.7487 2.4938 -2.5988 0.036 -0.202 0.308 -0.63
H 3.0248 -4.1887 1.7737 0.024 0.155 -0.093 0.21
H -1.4661 4.3747 -3.3225 0.168 0.080 -0.084 0.22
C -1.1157 0.0930 1.5243 0.340 -0.260 -0.201 -0.22
H 1.1619 -2.9442 -1.3025 0.047 0.069 0.065 0.21
H 0.0806 -0.7515 3.1043 0.095 -0.035 0.042 0.21
H -0.9493 -1.6769 0.2909 0.073 -0.108 -0.075 0.19
C -2.2159 1.5046 -0.3994 0.287 0.200 -0.265 -0.12
H 1.0360 -5.5469 1.5234 -0.020 0.094 -0.102 0.21
H -2.8440 3.9969 -0.2890 -0.071 -0.008 0.044 0.40
H -2.6211 -1.1663 0.6318 -0.041 -0.189 -0.062 0.22
H 1.2906 -0.6214 -2.0676 0.165 0.072 0.149 0.23
H 4.2663 -4.7713 -0.2986 -0.113 -0.092 -0.058 0.21
```
Positions in Å, forces in eV/Å.

=====

Record 2
CHN2OS | ωB97M-V/def2-TZVPD

Computed properties:
calculated total energy = -621.56301 hartree
multiplicity = 1
net charge = -1
energy relative to the best compared isomer or geometry (same formula, charge and spin) = 54.18 kcal per mole
F_max = 3.333 eV/Å

Structure (XYZ):
```
6
Properties=species:S:1:pos:R:3:forces:R:3:nbo_charge:R:1
C 0.4134 -0.2283 -1.1561 1.805 -1.653 -2.263 0.40
N 0.1614 0.4848 -0.0861 0.232 1.551 1.662 -0.15
N 0.8885 -0.5752 -2.1690 -0.718 -0.114 0.770 -0.49
O -0.9774 1.0837 -0.1535 -0.972 0.349 0.444 -0.60
H -0.9347 -0.2570 1.8507 1.635 -0.420 0.056 0.13
S 0.4488 -0.5080 1.7140 -1.981 0.287 -0.669 -0.29
```
Positions in Å, forces in eV/Å.

=====

Record 3
C11H44N20O11 | ωB97M-V/def2-TZVPD

Computed properties:
calculated total energy = -2368.23056 hartree
multiplicity = 2
net charge = +1
energy relative to the best compared isomer or geometry (same formula, charge and spin) = 0.00 kcal per mole
F_max = 8.772 eV/Å

Structure (XYZ):
```
86
Properties=species:S:1:pos:R:3:forces:R:3:lowdin_charge:R:1
H -0.0575 0.6032 2.6468 -0.789 0.018 0.551 0.07
H 0.8954 -3.6420 2.7275 0.322 -0.960 0.478 0.13
N -3.4532 2.1167 4.2080 -3.819 0.591 -1.372 0.18
H -0.8744 7.1087 2.9253 0.617 0.216 -0.173 0.14
N 0.7214 -1.3298 -4.9830 2.210 -3.429 -1.980 0.20
O -1.6797 1.5287 3.0170 1.261 -0.421 -2.986 0.02
N -2.2484 -1.1429 -0.4376 4.914 3.570 6.329 0.20
C 3.5535 -1.2368 -2.5421 -1.524 -2.288 -1.440 -0.72
H 1.2393 -1.3061 -5.8498 -0.276 -0.030 0.182 0.13
O -1.3690 4.9402 3.7169 1.301 -0.435 -2.376 -0.01
O 0.9132 1.3265 0.7373 1.419 1.580 -1.481 -0.02
H 3.5696 2.8265 -1.0112 0.098 -0.414 0.819 0.14
H 0.7041 2.0770 -3.4393 -0.930 -0.399 -0.568 0.12
H -0.1889 -1.3362 -2.9093 -0.473 0.422 0.514 0.08
H -1.6670 -4.4421 -2.2014 -0.931 -0.460 -0.284 0.07
O -2.0271 1.3922 -1.8780 -0.613 -1.384 -1.042 -0.03
O 2.3627 -1.5642 -2.4078 0.526 1.027 0.112 -0.01
N -0.2871 -0.4139 -3.3092 -0.751 0.005 2.753 0.18
C 1.9624 -0.1181 5.7632 0.953 0.152 1.224 -0.17
H -0.5016 -3.3212 -1.2594 0.229 0.686 -0.005 0.07
H -0.0110 -1.1040 2.2945 -0.410 -0.020 0.341 0.09
O -2.7436 -3.1178 -1.1897 -0.472 -2.615 -0.401 0.01
O -0.8214 -2.8662 1.3492 -0.273 2.416 -0.800 -0.01
N 0.4200 -0.1919 2.2470 -0.029 -0.366 1.168 0.17
N 0.1049 4.4058 1.9675 0.973 -2.297 -1.511 0.17
O 1.1230 -5.0146 -3.2574 -0.486 -0.801 0.287 -0.01
C -2.2082 1.8169 4.0576 1.512 -0.057 2.039 -0.79
H -3.5062 2.8699 -2.6305 -1.005 1.727 -0.819 0.13
N -3.4816 -1.1472 -2.0530 -3.543 -0.298 -4.606 0.19
H -0.9724 -5.9934 1.2045 -0.099 0.329 -0.520 0.14
H 1.0069 -2.9407 -2.1379 0.188 -0.178 0.697 0.06
H 0.5224 -5.4107 2.3298 1.168 0.573 0.815 0.13
N -1.5696 1.8486 5.2049 2.151 -0.333 2.558 0.18
C 0.8977 0.1308 1.0551 -1.364 0.908 0.098 -0.68
N 2.7117 2.3307 -1.2067 4.752 2.225 -0.181 0.23
C -2.8402 -1.9039 -1.2161 -0.804 -1.646 -1.915 -0.80
H 5.3309 -1.6007 -3.4542 -0.324 0.113 0.050 0.12
H 2.1697 0.6515 6.5068 -0.638 -0.074 0.356 0.08
H 0.9124 1.2670 -1.9261 -0.251 -0.212 -0.193 0.11
H -0.5871 1.6162 5.2309 -0.135 -0.139 0.058 0.08
N -0.2770 6.4082 2.5098 0.898 5.951 -0.975 0.16
H -3.8622 2.2714 3.2976 -0.987 0.108 0.648 0.13
N -3.0844 3.3902 -1.8745 -1.748 -0.804 -2.238 0.20
H -3.2874 -0.1605 -2.1473 -0.126 -0.277 -0.089 0.08
O 1.0421 0.3821 4.8484 0.000 0.154 -0.238 -0.13
N 4.3313 -1.5037 -3.5609 0.374 -2.218 -4.854 0.17
H 0.8709 -2.0992 -4.3460 0.245 -0.112 -0.463 0.09
C -0.5722 5.2041 2.7635 -3.689 -3.342 4.921 -0.74
H 5.2770 -0.3799 -1.8318 -0.464 -0.164 -0.180 0.13
H 0.0126 3.4002 1.9499 0.259 0.086 0.155 0.08
N 1.1009 2.0689 -2.5106 -3.149 -0.867 -2.909 0.28
H 1.4090 -0.8166 -0.6901 -0.140 -0.477 -0.092 0.07
N -1.7581 2.8257 -0.2284 1.101 0.185 1.318 0.20
H -1.7648 -1.5861 0.3305 0.225 0.285 0.105 0.08
H 0.9235 -0.2829 4.1662 0.013 0.184 -0.244 0.04
H 3.8550 -0.3509 -0.8602 0.485 -0.038 0.235 0.11
C 0.1836 -0.2563 -4.5220 -1.072 2.364 -0.879 -0.77
N 0.4293 -4.4073 2.2614 2.409 -0.407 2.128 0.19
H -3.8787 2.2533 5.1138 -0.147 0.255 -0.730 0.12
C 2.2511 2.6234 -2.3973 -1.450 -1.205 3.669 -0.57
H -2.0594 1.9883 6.0771 0.354 0.094 -0.295 0.11
H 0.7520 4.9422 1.4074 0.120 -1.405 -0.309 0.10
O 2.6805 3.4066 -3.2682 1.482 1.081 -1.417 0.37
H -1.1896 -5.7304 -3.3058 -0.458 -0.157 0.379 0.14
H -0.9169 2.2849 -0.0867 0.267 0.407 0.995 0.08
N -1.0841 -5.0345 0.9079 -3.272 -2.569 -3.289 0.22
C 0.1685 -4.6775 -2.5280 6.588 1.009 -3.610 -0.80
H -3.8962 -1.6677 -2.8127 -0.115 0.593 -0.247 0.13
N -0.9949 -5.1247 -2.5215 -6.128 -3.848 -0.432 0.20
H -2.1024 -0.1806 -0.7072 0.013 -0.012 0.645 0.09
N 0.2680 -3.5722 -1.8634 0.892 3.992 2.994 0.17
H -0.7854 0.3496 -2.8747 -0.482 -0.511 0.041 0.06
H 2.2074 1.8140 -0.5003 -0.961 -0.125 0.797 0.07
H 2.9850 -0.2769 5.4212 -0.006 -0.299 -0.919 0.07
N 1.1361 -0.8967 0.2790 0.742 -0.841 -0.547 0.22
H 3.9482 -2.1397 -4.2457 0.067 0.061 -0.113 0.13
N 4.3190 -0.6707 -1.6984 0.962 3.593 6.365 0.18
H 0.4443 6.5689 1.8214 -0.549 1.081 0.331 0.11
H -1.8096 3.8200 -0.0583 0.539 -0.339 0.804 0.11
H -1.6337 -4.7475 0.1107 -0.695 -0.763 0.015 0.10
C -2.3242 2.4629 -1.3595 1.923 0.943 1.522 -0.72
H 1.6163 -1.0443 6.2219 -0.020 0.050 0.275 0.08
H -3.1395 4.3582 -1.5917 -0.395 -0.500 -0.347 0.13
C -0.5254 -4.0432 1.4688 0.717 1.530 1.451 -0.77
H 0.6509 -1.6745 0.7031 0.312 -1.203 -1.157 0.07
O 0.0584 0.7890 -5.1587 0.409 1.171 0.005 0.01
```
Positions in Å, forces in eV/Å.

=====

Record 4
C5H10O | ωB97M-V/def2-TZVPD

Computed properties:
calculated total energy = -271.64668 hartree
multiplicity = 1
energy relative to the best compared isomer or geometry (same formula, charge and spin) = 66.47 kcal per mole
F_max = 2.304 eV/Å

Structure (XYZ):
```
16
Properties=species:S:1:pos:R:3:forces:R:3:nbo_charge:R:1
H 2.6159 -0.2516 2.3108 0.036 -0.077 -0.111 0.11
C -0.8742 0.0754 -0.3015 0.071 -0.230 -0.496 0.10
C 3.0551 -0.3284 1.2967 0.104 -0.241 -0.090 0.28
H -2.7626 -0.6172 -0.9102 0.177 -0.120 -0.166 0.22
H -1.7989 -1.8130 -0.0441 0.084 0.051 -0.359 0.22
O 3.3957 -1.3821 0.8222 -0.150 0.469 0.206 -0.51
C -1.7475 -1.0205 -0.7982 -0.005 -0.244 -0.365 -0.66
H -1.8865 1.7865 -1.2484 -0.024 -0.042 0.015 0.21
H -1.4092 -1.4192 -1.7503 -0.194 -0.177 -0.292 0.22
H 3.1694 0.6316 0.7566 0.000 -0.146 -0.022 0.11
H -0.3202 1.2668 -1.8918 -0.192 0.189 0.032 0.23
C -0.8974 1.4196 -0.9681 -0.196 0.035 -0.074 -0.65
C -0.0457 -0.1127 0.7297 -1.116 -0.025 0.302 -0.53
H 0.2228 -1.1269 1.0308 -0.472 0.370 0.545 0.20
H -0.3505 2.1833 -0.3995 -0.208 -0.256 0.004 0.22
H -0.3660 0.7083 1.3653 2.086 0.445 0.871 0.22
```
Positions in Å, forces in eV/Å.

=====

Record 5
C24H24N4O4 | ωB97M-V/def2-TZVPD

Computed properties:
calculated total energy = -1448.96207 hartree
multiplicity = 1
energy relative to the best compared isomer or geometry (same formula, charge and spin) = 47.06 kcal per mole
F_max = 1.087 eV/Å

Structure (XYZ):
```
56
Properties=species:S:1:pos:R:3:forces:R:3:nbo_charge:R:1
N -3.4960 -0.2690 4.1512 0.011 -0.417 -0.108 -0.61
C 3.9391 -0.4210 -1.4850 0.396 -0.030 0.324 -0.14
C -1.7165 -0.1746 2.5701 0.037 0.199 0.033 -0.23
N 5.1498 1.6288 -1.8414 0.367 0.413 -0.321 -0.82
C 3.3986 -0.0200 -3.8553 -0.126 0.027 0.022 0.69
H 2.0646 2.0495 -4.9392 0.035 0.095 0.029 0.22
C 1.2053 0.4187 0.1013 -0.095 -0.203 0.087 -0.50
N -0.0656 -1.4411 0.6556 -0.592 0.272 0.696 -0.09
C 1.9222 -1.2937 -5.4230 0.062 0.085 0.077 -0.15
H -7.2477 -1.3391 6.3706 -0.041 -0.048 0.012 0.21
H -1.0819 3.5334 3.3435 0.006 0.083 0.027 0.22
C -1.2586 2.4915 3.1229 -0.027 -0.062 -0.005 -0.19
O 4.1232 1.3660 0.1500 -0.091 0.122 0.434 -0.64
H 0.3183 1.9744 -6.6806 -0.035 0.070 -0.028 0.22
H 0.6459 -2.2813 -6.8231 -0.021 -0.074 -0.036 0.22
H 3.2556 -2.2686 -0.5734 0.006 0.006 -0.070 0.23
H 4.8336 -0.9539 -1.8277 -0.116 0.051 0.034 0.24
C -5.2917 -0.9800 5.5686 -0.203 -0.055 0.176 -0.07
C -2.2689 1.8227 3.7902 -0.070 0.124 0.114 -0.25
C 4.3994 0.9607 -0.9596 0.045 -0.385 -0.300 0.67
H 0.3137 2.3870 1.6792 0.103 0.048 -0.074 0.22
O -4.5255 1.2678 5.4933 -0.094 0.131 0.043 -0.60
C -4.4099 0.1319 5.0837 0.195 -0.280 -0.142 0.64
H 0.9416 0.1251 -2.5463 0.014 -0.119 0.067 0.22
C -4.8217 -2.1969 5.8117 0.028 0.056 -0.014 -0.38
C 1.7430 1.1025 -5.3478 0.079 -0.052 0.096 -0.20
H -6.6998 0.3537 6.4142 -0.073 0.027 0.023 0.24
C 1.6499 -0.6419 -2.2218 -0.718 -0.285 0.082 -0.23
H 1.9961 0.8421 0.7204 -0.069 0.028 -0.057 0.27
H -7.2141 -0.3589 4.8935 -0.082 0.048 -0.032 0.22
H 1.3486 -1.5985 -2.6644 -0.011 0.115 0.075 0.22
C -0.4734 1.8489 2.1835 0.051 -0.238 -0.137 -0.21
C -0.7006 0.5022 1.8991 -0.508 0.227 0.545 -0.08
C 0.9491 -1.3327 -6.4059 -0.023 -0.068 -0.024 -0.22
H -3.7885 -2.4661 5.6652 0.214 0.023 -0.047 0.20
H -1.8766 -1.2169 2.3388 -0.065 -0.144 0.003 0.22
O 4.5558 0.2686 -4.1359 0.167 -0.097 -0.240 -0.65
C 2.3179 -0.0746 -4.8872 0.019 0.017 -0.304 -0.14
C 1.6922 -0.8007 -0.6941 0.293 0.258 -0.069 0.24
C -6.7037 -0.5672 5.8338 0.041 0.042 0.034 -0.64
N 3.0040 -0.2949 -2.6004 0.141 0.053 0.130 -0.42
H 0.8127 1.2074 -0.5434 0.019 0.054 0.020 0.23
H -0.3936 -0.1919 -7.6202 -0.060 -0.004 -0.058 0.22
H 5.4854 2.5479 -1.6026 -0.070 -0.053 0.073 0.40
H 5.2818 1.2603 -2.7806 -0.042 0.028 0.144 0.44
C 3.1541 -1.1923 -0.4324 -0.118 0.093 0.005 -0.42
C 0.1025 -0.2043 0.9212 0.681 -0.314 -0.787 0.19
O 0.8107 -1.8702 -0.2938 0.378 -0.167 -0.532 -0.36
H 3.4740 -0.9283 0.5739 -0.005 -0.045 -0.030 0.25
C -2.5016 0.4759 3.5143 0.314 0.285 -0.159 0.23
C 0.3670 -0.1589 -6.8546 -0.042 -0.001 -0.046 -0.20
H -3.5376 -1.2383 3.8672 -0.132 0.196 0.110 0.41
H -2.8764 2.3301 4.5201 -0.008 0.006 0.008 0.26
H 2.3855 -2.2071 -5.0791 0.030 -0.103 0.046 0.21
H -5.4569 -2.9717 6.2083 -0.166 -0.095 0.063 0.20
C 0.7656 1.0575 -6.3267 -0.032 0.058 -0.010 -0.20
```
Positions in Å, forces in eV/Å.